Here is C26H35N3O10Sr as an isolated structure at a distorted geometry from OMol25. Energies are from the ωB97M-V functional and the def2-TZVPD basis.

The geometry in XYZ format:
```
75
Properties=species:S:1:pos:R:3:forces:R:3
Sr -5.912480 -24.849410 -19.256830 0.4 -0.3 -1.5
O -3.957140 -28.967140 -20.701190 0.1 0.2 -0.1
O -9.412570 -23.173490 -15.280160 1.8 1.7 1.2
O -6.371760 -23.883140 -23.534540 -0.5 -0.3 -0.3
O -8.661520 -18.532510 -19.137560 2.4 2.1 -0.5
O -4.876700 -26.030900 -12.595110 2.8 0.7 -1.7
O -2.081590 -22.469500 -19.477870 0.4 0.3 0.7
O -7.696000 -21.848580 -14.860320 0.3 0.0 -0.4
O -3.980100 -25.830680 -14.575880 0.5 0.2 0.5
O -10.058690 -27.183330 -20.276240 -1.3 -0.3 -0.1
O -9.293120 -20.519510 -19.573790 -0.3 0.2 -0.9
N -8.746430 -22.357360 -14.580800 -2.1 -1.7 -1.1
N -9.488610 -19.326610 -19.427800 -1.5 -2.3 2.5
N -3.870790 -25.840850 -13.368420 -3.4 -0.9 0.8
C -1.627250 -29.668070 -20.545470 0.2 -0.3 0.3
C -12.326400 -28.169070 -20.656420 0.2 -1.4 -0.2
C -10.589830 -21.294900 -10.856650 0.2 -0.8 0.1
C -2.014420 -21.110530 -19.657380 0.0 -0.5 -0.6
C -13.579980 -18.017360 -18.751070 3.1 0.7 -0.7
C -9.225690 -20.694990 -12.748770 0.1 -1.0 -1.5
C -11.171760 -17.552820 -19.336600 -1.9 0.4 0.2
C -10.852110 -18.875550 -19.132220 -2.8 -1.6 -0.8
C -3.090510 -29.935730 -20.283850 -1.6 1.1 -0.2
C -12.514320 -17.134330 -19.099270 -0.6 -0.8 0.1
C -11.920180 -19.830370 -18.854210 0.8 1.5 -0.5
C -10.018700 -22.966160 -12.532750 -0.5 1.0 -0.8
C -10.624530 -22.590150 -11.310700 0.6 -1.1 -1.3
C -1.391250 -25.728230 -13.494760 -1.5 0.3 -1.6
C -11.457580 -26.992840 -20.336310 2.7 0.7 0.7
C -9.894830 -20.351900 -11.600240 -0.2 0.1 0.7
C -9.370000 -22.005150 -13.323660 -0.3 1.1 3.2
C -0.158740 -25.553630 -12.941670 -0.2 -0.4 0.7
C -1.277100 -25.582550 -10.767120 1.8 0.6 -1.4
C -13.225660 -19.369410 -18.742340 -0.6 0.3 0.4
C -0.085890 -25.547950 -11.553470 -0.7 0.6 0.7
C -6.368540 -23.233430 -24.765780 0.9 0.1 3.2
C -2.505510 -25.586680 -11.403090 0.1 -0.6 2.1
C -6.766740 -21.730700 -24.556280 0.7 -0.3 -2.1
C -0.775970 -20.241730 -19.243340 -0.2 -1.0 1.0
C -2.569860 -25.692440 -12.756280 0.8 -0.3 -0.4
H -10.190380 -23.950880 -12.941730 0.2 -0.1 0.1
H -11.919450 -28.758570 -21.478000 0.0 0.4 -0.6
H -14.057240 -20.055710 -18.680250 0.2 -0.5 0.4
H -11.813400 -20.899040 -18.740400 0.7 0.1 -0.3
H -3.360760 -25.641890 -10.745900 -0.4 0.2 -0.5
H -1.192560 -25.478290 -9.695500 -0.1 -0.2 0.0
H -11.109310 -23.409980 -10.801520 -0.2 0.2 0.4
H -2.900700 -20.619660 -19.255330 -0.4 0.5 0.4
H -11.011980 -21.099470 -9.881980 -0.2 0.4 -0.1
H -1.346780 -28.808340 -19.936950 0.4 0.0 0.0
H 0.632850 -25.459250 -13.670280 0.5 -0.1 0.6
H -12.315280 -28.932650 -19.878660 -0.1 0.2 0.6
H -12.799930 -16.113550 -19.306270 0.3 0.3 0.2
H -13.355880 -27.874150 -20.859630 -0.2 0.0 -0.1
H -11.682670 -26.193060 -21.041850 -0.4 0.4 -0.5
H -14.555560 -17.620720 -18.511640 -0.1 -0.2 -0.3
H -1.326890 -29.464130 -21.573240 -0.5 0.1 -0.2
H -9.889190 -19.351480 -11.193400 0.4 0.2 -0.3
H -10.494240 -16.825380 -19.758740 0.3 -0.2 0.3
H -2.022280 -20.879980 -20.722690 -0.5 0.2 -0.8
H -8.614430 -19.957750 -13.248000 -0.1 0.0 -0.2
H -1.116630 -30.585550 -20.252910 0.6 0.0 0.3
H -1.111700 -19.234000 -18.998660 0.1 0.3 -0.5
H -6.988480 -21.376260 -25.562910 -0.9 0.3 -0.4
H -6.898300 -23.739350 -25.572930 -1.2 0.0 -0.1
H -11.773470 -26.630450 -19.358060 -0.6 0.4 0.6
H -1.425840 -25.820740 -14.570230 -0.4 0.0 -0.1
H -5.343960 -23.313810 -25.128920 0.7 0.7 -0.6
H -7.588910 -21.529090 -23.869620 0.1 -0.3 0.0
H -0.337200 -20.588210 -18.307640 0.1 -0.3 0.2
H -5.904360 -21.083770 -24.395410 0.2 -0.3 1.0
H -3.369360 -30.940210 -20.602250 0.0 -0.8 -1.1
H 0.863780 -25.393230 -11.062960 0.1 -0.2 0.1
H -3.258010 -30.119520 -19.222600 0.6 0.1 1.2
H 0.001590 -20.285750 -20.005940 0.0 0.2 0.0
```
Positions in Å, forces in eV/Å.

Electronic energy in hartree: -1958.361358
E_HOMO in eV: -1.1
Relative energy (zero: lowest compared OMol25 entry of this formula, charge and spin) in eV: 10.3056
Charge: -2

Atom charges from the Löwdin analysis, given in e for atoms 1 to 5: atom 1 (Sr): 1.499, atom 2 (O): -0.361, atom 3 (O): 0.060, atom 4 (O): -0.415, atom 5 (O): 0.102